# 1
Formula: C2H10NO5
Source: the Open Molecules 2025 dataset
Level of theory: ωB97M-V with the def2-TZVPD basis set

Positions of all 18 atoms, in Å:
O (-0.578, 0.592, 2.695)
C (-0.832, 0.002, 1.637)
N (-1.180, 0.628, 0.515)
C (-1.377, -0.055, -0.813)
O (-0.434, -0.972, -1.077)
H (-0.807, -1.092, 1.613)
H (-0.989, 1.618, 0.526)
H (-1.361, 0.802, -1.524)
H (-2.399, -0.478, -0.810)
H (2.299, 0.734, -3.523)
H (0.970, 0.267, -2.821)
O (1.667, 0.942, -2.844)
H (2.987, 1.274, 4.515)
H (2.125, 1.053, 5.673)
O (3.068, 1.165, 5.472)
H (-0.770, -2.700, -3.603)
H (-1.023, -1.745, -2.361)
O (-1.367, -2.034, -3.270)

The energy relative to the best compared isomer or geometry (same formula, charge and spin) comes out at 42.1 kcal per mole. As for the charge: -1.

These are the natural (NBO) partial charges, in e, on atoms 1 to 5:
1. O -0.711
2. C 0.527
3. N -0.633
4. C 0.131
5. O -0.931

# 2
Formula: C35H72N2O5P
Source: the Open Molecules 2025 dataset
Level of theory: ωB97M-V with the def2-TZVPD basis set

Positions of all 115 atoms, in Å:
C (12.950, 4.933, 0.137)
C (12.215, 3.870, -0.670)
C (12.043, 2.557, 0.086)
C (11.161, 1.542, -0.662)
C (11.653, 0.097, -0.537)
C (10.562, -0.963, -0.803)
C (10.156, -1.798, 0.425)
C (8.758, -1.480, 1.004)
C (7.792, -2.680, 1.089)
C (6.667, -2.683, 0.033)
C (5.254, -2.585, 0.609)
C (4.188, -3.146, -0.338)
C (2.744, -2.855, 0.120)
C (1.892, -2.107, -0.915)
C (0.388, -2.428, -0.877)
C (-0.274, -2.445, -2.262)
C (-1.735, -1.956, -2.275)
C (-2.714, -3.122, -2.275)
C (-4.222, -2.759, -2.262)
C (-5.018, -3.826, -1.492)
N (-5.094, -3.546, -0.019)
C (-5.470, -2.126, 0.323)
C (-5.458, -1.964, 1.837)
C (-5.642, -0.513, 2.281)
C (-6.235, -0.377, 3.678)
C (-6.473, 1.092, 4.032)
C (-6.710, 1.329, 5.525)
O (-5.627, 2.024, 6.142)
C (-5.411, 3.281, 5.674)
C (-6.425, 4.305, 6.070)
O (-4.444, 3.529, 5.041)
C (-4.441, -1.269, -0.398)
N (-4.480, -1.385, -1.840)
C (-5.718, -0.870, -2.459)
C (-6.039, 0.560, -2.022)
P (-6.749, 1.457, -3.439)
O (-7.212, 0.514, -4.465)
O (-5.570, 2.364, -3.992)
C (-5.235, 3.687, -3.538)
C (-4.497, 3.714, -2.220)
O (-7.922, 2.384, -2.904)
C (-7.966, 3.019, -1.614)
C (-8.055, 4.539, -1.725)
H (12.880, 5.916, -0.321)
H (12.542, 4.976, 1.147)
H (14.006, 4.679, 0.236)
H (12.717, 3.687, -1.621)
H (11.217, 4.248, -0.912)
H (13.028, 2.107, 0.228)
H (11.606, 2.781, 1.059)
H (10.141, 1.603, -0.276)
H (11.129, 1.828, -1.714)
H (12.469, -0.037, -1.246)
H (12.040, -0.038, 0.474)
H (10.917, -1.641, -1.579)
H (9.683, -0.462, -1.210)
H (10.893, -1.663, 1.216)
H (10.192, -2.855, 0.161)
H (8.294, -0.691, 0.412)
H (8.884, -1.081, 2.011)
H (8.367, -3.600, 0.989)
H (7.335, -2.681, 2.078)
H (6.716, -3.600, -0.558)
H (6.821, -1.847, -0.649)
H (4.997, -1.540, 0.793)
H (5.210, -3.147, 1.543)
H (4.345, -2.690, -1.317)
H (4.328, -4.222, -0.421)
H (2.252, -3.791, 0.382)
H (2.799, -2.244, 1.023)
H (2.012, -1.037, -0.746)
H (2.261, -2.328, -1.918)
H (0.251, -3.398, -0.394)
H (-0.115, -1.694, -0.243)
H (0.297, -1.800, -2.929)
H (-0.229, -3.462, -2.655)
H (-1.920, -1.356, -3.165)
H (-1.886, -1.304, -1.417)
H (-2.533, -3.678, -3.196)
H (-2.472, -3.825, -1.468)
H (-4.586, -2.830, -3.286)
H (-4.508, -4.782, -1.598)
H (-6.034, -3.962, -1.854)
H (-5.770, -4.177, 0.410)
H (-4.194, -3.739, 0.424)
H (-6.477, -1.965, -0.061)
H (-4.508, -2.357, 2.214)
H (-6.239, -2.593, 2.274)
H (-4.671, -0.015, 2.267)
H (-6.263, 0.014, 1.550)
H (-5.532, -0.810, 4.391)
H (-7.181, -0.919, 3.712)
H (-7.331, 1.446, 3.459)
H (-5.609, 1.665, 3.696)
H (-6.779, 0.378, 6.047)
H (-7.649, 1.860, 5.691)
H (-6.697, 4.882, 5.189)
H (-7.312, 3.868, 6.516)
H (-5.971, 4.975, 6.797)
H (-3.456, -1.624, -0.065)
H (-4.503, -0.233, -0.085)
H (-5.590, -0.908, -3.537)
H (-6.575, -1.517, -2.232)
H (-5.115, 1.057, -1.727)
H (-6.695, 0.571, -1.152)
H (-4.576, 4.084, -4.308)
H (-6.124, 4.313, -3.545)
H (-4.255, 4.740, -1.953)
H (-3.577, 3.137, -2.303)
H (-5.072, 3.291, -1.397)
H (-8.860, 2.641, -1.123)
H (-7.122, 2.726, -0.992)
H (-8.245, 4.807, -2.762)
H (-8.861, 4.926, -1.111)
H (-7.120, 5.018, -1.444)

As for the charge: +1.

These are the Löwdin partial charges, in e, on atoms 1 to 5:
1. C -0.118
2. C -0.286
3. C -0.231
4. C -0.219
5. C -0.206

# 3
Formula: C8H12Cl2IO5P
Source: the Open Molecules 2025 dataset
Level of theory: ωB97M-V with the def2-TZVPD basis set

Positions of all 29 atoms, in Å:
C (-2.175, 1.238, 1.083)
C (-0.736, 1.791, 0.945)
P (0.352, 0.782, -0.141)
O (-0.341, 1.512, -1.576)
C (-0.162, -0.841, -0.817)
C (0.045, -0.962, -2.282)
O (-0.733, -0.946, -3.139)
I (2.171, -1.240, -2.988)
C (1.252, -0.044, 1.398)
Cl (0.207, -0.498, 2.697)
C (2.561, -0.297, 1.506)
C (3.624, -0.005, 0.489)
Cl (3.236, -1.083, 2.926)
H (-2.856, 1.875, 0.522)
H (-2.313, 0.229, 0.688)
H (-2.483, 1.290, 2.125)
H (-0.797, 2.755, 0.443)
H (-0.245, 1.972, 1.897)
H (1.558, 1.410, -0.477)
H (0.004, 2.400, -1.698)
H (-1.282, -0.980, -0.639)
H (0.299, -1.655, -0.271)
H (3.653, -0.780, -0.270)
H (3.496, 0.966, 0.024)
H (4.595, -0.007, 0.981)
C (-3.249, -2.226, -0.878)
O (-2.662, -1.503, 0.068)
O (-4.492, -2.028, -1.144)
O (-2.527, -3.124, -1.471)

As for the charge: -2.

These are the natural (NBO) partial charges, in e, on atoms 1 to 5:
1. C -0.651
2. C -0.709
3. P 1.486
4. O -1.031
5. C -0.947

# 4
Formula: H3N
Source: the Open Molecules 2025 dataset
Level of theory: ωB97M-V with the def2-TZVPD basis set

Positions of all 4 atoms, in Å:
H (0.414, 0.844, 0.041)
H (-1.007, -0.142, 0.070)
H (0.677, -0.720, 0.022)
N (-0.084, 0.019, -0.133)

The energy relative to the best compared isomer or geometry (same formula, charge and spin) comes out at 9.9 kcal per mole. As for the SMILES: N. As for the charge: 0.

The computed natural (NBO) charges, all in e, follow:
1. H 0.368
2. H 0.378
3. H 0.369
4. N -1.115

# 5
Formula: C3H8NO3
Source: the Open Molecules 2025 dataset
Level of theory: ωB97M-V with the def2-TZVPD basis set

Positions of all 15 atoms, in Å:
C (-1.748, -1.332, -0.068)
C (-1.154, -0.178, 0.063)
C (0.847, -0.117, 0.020)
N (1.071, 1.445, 0.161)
O (-1.656, 1.028, 0.299)
O (1.422, -0.845, 1.019)
O (1.272, -0.500, -1.227)
H (-2.850, -1.608, -0.059)
H (-1.085, -2.073, -0.468)
H (0.596, 1.868, 0.951)
H (2.024, 1.530, 0.385)
H (0.764, 1.932, -0.747)
H (-2.354, 1.353, -0.272)
H (0.716, -1.526, 1.212)
H (2.136, -0.976, -1.270)

The energy relative to the best compared isomer or geometry (same formula, charge and spin) comes out at 68.0 kcal per mole. As for the charge: +1.

These are the natural (NBO) partial charges, in e, on atoms 1 to 5:
1. C -0.513
2. C 0.307
3. C 0.646
4. N -0.736
5. O -0.721

# 6
Formula: C2H3Cl3N2
Source: the Open Molecules 2025 dataset
Level of theory: ωB97M-V with the def2-TZVPD basis set

Positions of all 10 atoms, in Å:
C (0.011, 0.492, 0.119)
C (-0.601, -0.681, -0.125)
N (-2.067, -0.644, -0.398)
N (-2.608, 0.531, -0.397)
Cl (-2.940, -1.971, 0.600)
Cl (-2.824, 1.253, 1.276)
Cl (-4.159, 0.527, -1.150)
H (1.134, 0.396, 0.241)
H (-0.368, 1.524, 0.149)
H (-0.368, -1.738, -0.205)

The energy relative to the best compared isomer or geometry (same formula, charge and spin) comes out at 108.2 kcal per mole. As for the SMILES: C=CN(Cl)N(Cl)Cl. As for the charge: 0.

These are the natural (NBO) partial charges, in e, on atoms 1 to 5:
1. C -0.414
2. C -0.045
3. N -0.208
4. N -0.207
5. Cl -0.020

Number 1: HOMO -4.073 eV, Kohn-Sham gap 7.6 eV. Number 2: HOMO -11.430 eV, Kohn-Sham gap 8.5 eV. Number 3: HOMO 0.984 eV, Kohn-Sham gap 3.2 eV. Number 4: HOMO -9.555 eV, Kohn-Sham gap 10.9 eV. Number 5: HOMO -13.814 eV, Kohn-Sham gap 10.3 eV. Number 6: HOMO -9.741 eV, Kohn-Sham gap 8.9 eV.